No. 1
Below is a structure of composition C34H46Cl4O3OsP4 at a distorted geometry, with properties calculated with the ωB97M-V functional and the def2-TZVPD basis.

Last column: Mulliken spin population.
Atoms and positions in Å:
Os1 0.16 0.19 1.96  1.35
Cl1 2.00 1.51 2.67  0.19
Cl2 -0.88 0.98 7.55  0.00
Cl3 0.89 -1.37 7.52  0.00
Cl4 -1.74 -1.50 6.27  0.00
P1 1.26 1.02 -2.40  0.61
P2 -3.28 -2.56 0.07  -0.01
P3 -1.28 2.00 2.63  0.05
P4 1.60 -1.74 2.36  0.08
O1 -0.27 -0.22 4.15  -0.03
O2 1.35 0.76 5.45  0.00
O3 -2.00 -0.01 -1.31  0.09
C1 0.82 0.83 0.25  0.87
C2 2.98 1.45 -2.54  0.04
C3 -2.99 1.49 3.02  -0.01
C4 3.51 2.50 -1.75  0.04
C5 -1.70 3.78 -2.92  0.00
C6 -0.95 2.76 -2.36  0.05
C7 -1.91 -1.49 0.60  0.13
C8 -0.81 3.03 4.06  0.00
C9 3.74 0.81 -3.52  0.05
C10 -0.15 3.88 -4.82  0.00
C11 0.80 -3.36 2.10  0.00
C12 1.40 -2.97 -3.10  -0.03
C13 -4.52 -1.48 -0.62  0.01
C14 -0.25 -1.98 -4.62  -0.03
C15 -1.42 3.18 1.26  0.04
C16 0.20 2.29 -3.04  -0.06
C17 0.61 2.87 -4.24  0.02
C18 -0.24 -0.12 0.16  0.38
C19 -0.04 -0.73 -4.05  0.06
C20 2.40 -1.97 3.98  -0.01
C21 0.31 0.08 5.25  0.00
C22 -1.30 4.34 -4.16  0.01
C23 -0.35 -0.45 6.61  0.00
C24 1.66 -1.71 -2.57  0.09
C25 5.55 2.34 -3.05  0.04
C26 -1.51 -1.12 1.86  0.02
C27 -2.57 -3.57 -1.23  0.01
C28 0.46 -3.10 -4.14  0.06
C29 5.02 1.27 -3.79  -0.02
C30 0.94 -0.59 -3.05  0.05
C31 -1.12 -0.87 -0.53  -0.11
C32 2.98 -1.68 1.19  0.04
C33 -3.83 -3.50 1.46  0.00
C34 4.80 2.94 -2.02  -0.01
H1 1.70 1.57 0.51  -0.21
H2 -0.43 3.29 0.79  -0.01
H3 3.31 -0.64 1.11  0.00
H4 -0.56 0.15 -4.42  0.00
H5 -1.24 2.32 -1.41  0.04
H6 -4.66 -4.12 1.09  0.00
H7 3.30 -2.58 3.85  0.00
H8 -1.72 -4.16 -0.84  0.00
H9 0.26 3.24 4.00  0.00
H10 -5.37 -2.10 -0.92  0.00
H11 -0.97 -2.09 -5.46  0.00
H12 3.80 -2.31 1.56  0.00
H13 -3.43 1.01 2.15  0.00
H14 0.36 -3.40 1.09  -0.01
H15 -0.54 -1.60 -1.13  0.14
H16 5.61 0.80 -4.59  0.00
H17 1.96 -3.85 -2.73  0.00
H18 -2.13 2.80 0.52  0.00
H19 -2.21 -2.96 -2.07  0.00
H20 -2.61 4.15 -2.41  0.00
H21 -1.01 2.49 5.00  0.00
H22 1.71 -2.49 4.67  0.00
H23 -3.59 2.37 3.30  0.00
H24 1.53 2.52 -4.72  0.00
H25 -0.01 -3.48 2.83  0.00
H26 0.16 4.32 -5.78  0.00
H27 2.92 2.95 -0.96  0.02
H28 -4.19 -2.82 2.25  0.00
H29 -2.97 0.78 3.86  0.00
H30 -4.11 -0.94 -1.49  0.00
H31 2.65 -0.99 4.41  0.00
H32 -1.46 0.32 -2.05  -0.08
H33 -1.89 5.15 -4.61  0.00
H34 1.52 -4.18 2.21  0.00
H35 2.63 -2.03 0.21  -0.01
H36 -3.35 -4.25 -1.58  0.00
H37 5.23 3.78 -1.44  0.00
H38 -4.84 -0.75 0.13  0.00
H39 -3.02 -4.13 1.84  0.00
H40 6.57 2.69 -3.27  0.00
H41 0.28 -4.08 -4.58  0.00
H42 -1.38 3.96 4.04  0.00
H43 -2.09 -1.51 2.73  0.00
H44 3.30 0.00 -4.10  0.01
H45 2.45 -1.57 -1.83  0.00
H46 -1.76 4.15 1.64  0.00

Results
Orbital gap (spin up / spin down): 5.7304 / 5.7041 eV
2S+1: 5
Total charge: +2
E: -131840.507 eV



No. 2
Below is a cluster of 2 separate species, C6H11N in total at a distorted geometry, with properties calculated with the ωB97M-V functional and the def2-TZVPD basis.

Last column: Mulliken charge in e.
Atoms and positions in Å:
N1 0.67 -0.59 2.15  -0.66
C1 0.46 -0.82 1.03  0.05
C2 0.08 1.81 1.50  -0.91
C3 0.18 1.37 0.06  -0.51
C4 0.99 -1.26 -1.41  -1.50
C5 -1.39 -1.22 -0.54  -1.44
C6 0.05 -0.69 -0.33  1.16
H1 -0.68 1.73 -0.49  0.34
H2 -2.05 -0.93 0.29  0.34
H3 0.97 -2.36 -1.47  0.38
H4 -0.86 1.62 2.03  0.30
H5 -1.82 -0.84 -1.47  0.37
H6 0.95 1.78 2.17  0.34
H7 2.03 -0.97 -1.23  0.36
H8 1.14 1.72 -0.33  0.32
H9 0.69 -0.90 -2.40  0.36
H10 0.06 2.83 1.03  0.34
H11 -1.45 -2.32 -0.61  0.37

Results
Orbital gap: 9.9869 eV
E: -7887.675 eV



No. 3
Below is an isolated molecule of C23H29F2N3O, with properties calculated with the ωB97M-V functional and the def2-TZVPD basis.

Last column: Mulliken charge in e.
Atoms and positions in Å:
F1 1.43 0.95 5.17  -0.32
F2 -1.03 2.05 4.62  -0.33
O1 6.53 0.84 -1.66  -0.46
N1 0.95 0.91 -1.59  0.20
N2 -3.11 -1.17 1.41  0.44
N3 -1.93 0.92 -1.49  0.32
C1 -2.78 0.30 -0.50  -0.37
C2 -2.17 -0.81 0.36  -0.29
C3 -4.06 -0.26 -1.15  -1.05
C4 2.35 0.84 -1.58  -0.20
C5 4.40 0.38 -2.79  -0.31
C6 -5.00 -0.74 -0.06  -0.71
C7 -0.75 0.79 4.24  0.29
C8 4.50 1.25 -0.56  -0.96
C9 -1.12 2.04 -1.08  -1.37
C10 7.24 0.43 -2.80  -0.83
C11 5.16 0.81 -1.70  0.83
C12 -0.19 -1.79 3.44  -0.60
C13 -1.71 0.06 3.57  -0.17
C14 3.12 1.27 -0.50  -0.03
C15 -1.19 0.08 -2.42  -1.15
C16 -2.49 -2.01 2.42  -0.98
C17 0.28 1.67 -0.56  -0.57
C18 0.22 -0.29 -1.93  -0.24
C19 0.77 -1.06 4.12  -0.60
C20 0.49 0.24 4.52  0.51
C21 -1.43 -1.24 3.17  0.13
C22 -4.31 -1.76 0.84  -0.71
C23 3.02 0.41 -2.72  -0.72
H1 0.19 1.11 0.38  0.27
H2 -5.89 -1.19 -0.50  0.42
H3 0.74 -0.83 -2.73  0.57
H4 -0.99 2.68 -1.96  0.45
H5 5.09 1.58 0.28  0.41
H6 -2.67 0.50 3.35  0.43
H7 -1.65 2.61 -0.32  0.43
H8 -3.27 -2.31 3.13  0.43
H9 -3.81 -1.09 -1.81  0.29
H10 -1.25 -0.46 0.84  0.00
H11 -4.97 -2.05 1.66  0.43
H12 2.46 0.10 -3.59  0.43
H13 7.04 -0.62 -3.04  0.33
H14 -1.09 0.65 -3.35  0.45
H15 0.15 -0.96 -1.06  -0.02
H16 4.88 0.04 -3.69  0.37
H17 0.83 2.59 -0.38  0.68
H18 -2.05 -2.93 1.99  0.34
H19 1.74 -1.48 4.34  0.43
H20 -3.09 1.10 0.18  0.19
H21 -5.31 0.11 0.55  0.33
H22 8.30 0.54 -2.54  0.24
H23 -1.92 -1.69 -0.26  0.05
H24 -1.76 -0.82 -2.63  0.39
H25 0.04 -2.80 3.13  0.40
H26 -4.53 0.52 -1.76  0.33
H27 7.01 1.05 -3.66  0.33
H28 -4.07 -2.67 0.25  0.36
H29 2.65 1.60 0.41  0.46

Results
Orbital gap: 8.1276 eV
SMILES: COc1ccc(N2CCN([C@H]3CCCN(Cc4ccc(F)c(F)c4)C3)CC2)cc1
E: -36273.740 eV



No. 4
Below is a cluster of 8 separate species, C24H54BN8O10 in total at a distorted geometry, with properties calculated with the ωB97M-V functional and the def2-TZVPD basis.

Last column: Mulliken charge in e.
Atoms and positions in Å:
O1 3.73 -3.02 -0.14  -0.48
O2 0.20 -0.48 -3.08  -0.72
O3 -0.35 -4.05 -1.98  -0.66
O4 -4.04 9.38 -1.74  -0.66
O5 4.99 -9.50 1.67  -0.65
O6 -3.43 0.75 1.08  -0.56
O7 -3.32 4.36 -2.88  -0.65
O8 0.16 -3.90 -4.42  -0.55
O9 2.06 2.28 4.95  -0.68
O10 1.15 -4.66 3.65  -0.71
N1 -1.97 10.17 -1.45  -0.16
N2 2.68 -2.85 -2.23  -0.32
N3 2.39 -6.46 3.19  -0.08
N4 -4.99 4.97 -4.24  -0.17
N5 5.10 -9.07 -0.52  -0.15
N6 -4.38 2.66 1.74  -0.10
N7 -0.77 1.43 -2.40  -0.07
N8 2.40 0.23 4.12  -0.11
C1 3.52 -7.19 2.64  -0.83
C2 -5.22 3.52 2.55  -0.91
C3 -3.09 9.05 0.42  -1.28
C4 -3.09 9.54 -1.00  0.80
C5 5.73 -8.79 -1.80  -0.88
C6 5.68 -9.28 0.68  0.85
C7 -0.74 10.45 -0.74  -0.83
C8 2.68 -1.20 4.16  -0.76
C9 -4.93 0.58 2.93  -1.42
C10 -1.62 2.27 -1.57  -0.40
C11 -0.56 0.08 -2.30  0.63
C12 2.11 -4.22 -2.65  -0.43
C13 -3.78 5.19 -3.65  0.70
C14 2.30 1.09 5.16  0.74
C15 2.16 -5.13 3.15  0.69
C16 7.19 -9.24 0.75  -1.35
C17 3.14 -3.13 -1.15  0.28
C18 -0.50 -2.66 -4.67  -0.56
C19 -3.05 6.46 -3.98  -1.21
C20 -5.70 5.82 -5.17  -0.87
C21 2.48 0.55 6.55  -1.16
C22 3.19 -4.27 2.46  -0.82
C23 -4.18 1.32 1.85  0.85
C24 -1.31 -0.66 -1.23  -0.97
B1 0.59 -4.03 -3.06  0.80
H1 2.36 1.35 7.27  0.29
H2 2.65 -4.59 -3.56  0.03
H3 0.09 9.98 -1.26  0.28
H4 2.80 -1.56 5.18  0.23
H5 -3.65 7.33 -3.68  0.34
H6 -0.24 1.86 -3.14  0.24
H7 7.62 -10.01 0.10  0.38
H8 -2.38 -0.56 -1.37  0.34
H9 -5.75 2.96 3.32  0.36
H10 -5.87 5.27 -6.09  0.29
H11 -1.00 3.03 -1.10  0.18
H12 -4.65 0.97 3.92  0.36
H13 3.59 -1.39 3.59  0.29
H14 -2.97 9.88 1.11  0.37
H15 -5.41 4.09 -3.97  0.23
H16 7.51 -9.44 1.77  0.30
H17 -2.11 6.49 -3.44  0.25
H18 -3.84 3.08 1.00  0.18
H19 5.43 -9.56 -2.51  0.28
H20 -5.15 6.73 -5.39  0.34
H21 0.19 -1.77 -4.57  0.26
H22 -6.01 0.68 2.79  0.36
H23 -0.88 -2.68 -5.73  0.28
H24 -6.67 6.08 -4.73  0.28
H25 4.15 -4.35 2.97  0.35
H26 -1.03 -0.27 -0.24  0.41
H27 4.02 -7.72 3.46  0.28
H28 1.72 -0.21 6.76  0.33
H29 3.48 0.12 6.67  0.32
H30 -2.04 10.47 -2.41  0.22
H31 1.85 -1.73 3.69  0.32
H32 -1.07 -3.43 -2.20  0.23
H33 3.29 -4.56 1.41  0.44
H34 4.09 -9.11 -0.49  0.24
H35 2.87 -3.23 2.50  -0.13
H36 7.56 -8.26 0.45  0.35
H37 -4.60 4.28 3.01  0.29
H38 -4.04 8.57 0.63  0.30
H39 3.15 -7.92 1.93  0.29
H40 -5.95 4.00 1.89  0.28
H41 -0.58 11.53 -0.73  0.28
H42 6.81 -8.77 -1.72  0.32
H43 -2.84 6.51 -5.05  0.38
H44 -2.35 2.76 -2.21  0.30
H45 -4.67 -0.47 2.89  0.29
H46 -0.78 10.09 0.29  0.32
H47 -1.05 -1.71 -1.27  0.02
H48 2.27 0.66 3.22  0.20
H49 -2.14 1.69 -0.81  0.05
H50 -2.29 8.32 0.57  0.35
H51 -1.39 -2.47 -4.02  0.19
H52 5.37 -7.82 -2.16  0.31
H53 4.23 -6.53 2.16  0.27
H54 1.67 -6.98 3.66  0.23

Results
Orbital gap: 3.3355 eV
Total charge: -1
E: -58838.531 eV



> What is the E in the first record?

-131840.507 eV



> Which formula does entry 3 have?

C23H29F2N3O



Copy entry 3 word for word.
Below is an isolated molecule of C23H29F2N3O, with properties calculated with the ωB97M-V functional and the def2-TZVPD basis.

Last column: Mulliken charge in e.
Atoms and positions in Å:
F1 1.43 0.95 5.17  -0.32
F2 -1.03 2.05 4.62  -0.33
O1 6.53 0.84 -1.66  -0.46
N1 0.95 0.91 -1.59  0.20
N2 -3.11 -1.17 1.41  0.44
N3 -1.93 0.92 -1.49  0.32
C1 -2.78 0.30 -0.50  -0.37
C2 -2.17 -0.81 0.36  -0.29
C3 -4.06 -0.26 -1.15  -1.05
C4 2.35 0.84 -1.58  -0.20
C5 4.40 0.38 -2.79  -0.31
C6 -5.00 -0.74 -0.06  -0.71
C7 -0.75 0.79 4.24  0.29
C8 4.50 1.25 -0.56  -0.96
C9 -1.12 2.04 -1.08  -1.37
C10 7.24 0.43 -2.80  -0.83
C11 5.16 0.81 -1.70  0.83
C12 -0.19 -1.79 3.44  -0.60
C13 -1.71 0.06 3.57  -0.17
C14 3.12 1.27 -0.50  -0.03
C15 -1.19 0.08 -2.42  -1.15
C16 -2.49 -2.01 2.42  -0.98
C17 0.28 1.67 -0.56  -0.57
C18 0.22 -0.29 -1.93  -0.24
C19 0.77 -1.06 4.12  -0.60
C20 0.49 0.24 4.52  0.51
C21 -1.43 -1.24 3.17  0.13
C22 -4.31 -1.76 0.84  -0.71
C23 3.02 0.41 -2.72  -0.72
H1 0.19 1.11 0.38  0.27
H2 -5.89 -1.19 -0.50  0.42
H3 0.74 -0.83 -2.73  0.57
H4 -0.99 2.68 -1.96  0.45
H5 5.09 1.58 0.28  0.41
H6 -2.67 0.50 3.35  0.43
H7 -1.65 2.61 -0.32  0.43
H8 -3.27 -2.31 3.13  0.43
H9 -3.81 -1.09 -1.81  0.29
H10 -1.25 -0.46 0.84  0.00
H11 -4.97 -2.05 1.66  0.43
H12 2.46 0.10 -3.59  0.43
H13 7.04 -0.62 -3.04  0.33
H14 -1.09 0.65 -3.35  0.45
H15 0.15 -0.96 -1.06  -0.02
H16 4.88 0.04 -3.69  0.37
H17 0.83 2.59 -0.38  0.68
H18 -2.05 -2.93 1.99  0.34
H19 1.74 -1.48 4.34  0.43
H20 -3.09 1.10 0.18  0.19
H21 -5.31 0.11 0.55  0.33
H22 8.30 0.54 -2.54  0.24
H23 -1.92 -1.69 -0.26  0.05
H24 -1.76 -0.82 -2.63  0.39
H25 0.04 -2.80 3.13  0.40
H26 -4.53 0.52 -1.76  0.33
H27 7.01 1.05 -3.66  0.33
H28 -4.07 -2.67 0.25  0.36
H29 2.65 1.60 0.41  0.46

Results
Orbital gap: 8.1276 eV
SMILES: COc1ccc(N2CCN([C@H]3CCCN(Cc4ccc(F)c(F)c4)C3)CC2)cc1
E: -36273.740 eV